[1]
100
Properties=species:S:1:pos:R:3:forces:R:3:lowdin_charge:R:1 method="wB97M-V/def2-TZVPD" total_charge=-1 lumo_ev="2.3 / 2.3" energy_ha=-2220.4709 e_homo_ev="-2.3162 / -2.3172" mol_weight_g_mol=781.33 homo_lumo_gap_ev="4.58 / 4.60"
Pd 0.06040 -0.39810 -0.16710 -0.14 -0.67 1.03 0.839
N 3.50270 0.08650 -0.80080 -0.30 -0.25 -0.29 0.133
C 3.61170 1.43230 -0.64510 0.48 0.22 0.20 -0.250
C 4.83700 2.03200 -0.39060 -0.37 -0.48 -0.10 -0.045
C 4.94440 3.40130 -0.18060 -0.26 0.50 0.06 -0.102
C 3.83610 4.20780 -0.22990 0.44 0.13 0.10 -0.068
C 2.57430 3.65190 -0.50550 -0.08 -0.34 -0.08 -0.168
C 1.41340 4.44220 -0.62700 -0.40 -0.38 -0.18 -0.017
C 0.22620 3.84330 -0.96420 0.41 0.62 0.13 -0.059
C 0.18620 2.45800 -1.13680 0.31 -0.55 -0.19 -0.144
N 1.24360 1.67460 -0.99470 -0.33 0.37 -0.26 0.078
C 2.43970 2.25000 -0.70950 -0.03 0.50 0.10 -0.154
H 4.35400 -0.43470 -0.92270 -0.01 0.04 -0.01 0.103
H 2.70950 -0.24750 -1.33910 0.31 0.11 0.21 0.025
H 5.72130 1.41040 -0.35600 0.06 -0.07 0.01 0.103
H 5.92000 3.82370 0.01440 0.05 0.08 0.04 0.098
H 3.91620 5.27360 -0.07070 0.01 0.09 0.01 0.100
H 1.47380 5.51020 -0.46870 0.03 0.08 0.01 0.115
H -0.67210 4.42560 -1.08810 -0.12 0.03 0.01 0.085
H -0.74670 1.97060 -1.41570 0.08 0.04 0.14 0.093
C -1.51480 -1.49630 -2.82990 -0.08 0.00 0.02 -0.081
C -2.75280 -1.90610 -2.02790 0.23 0.09 0.09 -0.361
C -2.37890 -2.67320 -0.75620 0.18 0.08 0.01 -0.068
C -3.56500 -0.65030 -1.80210 0.08 -0.08 0.03 -0.153
C -4.61990 -0.42710 -2.67050 -0.19 0.03 -0.06 -0.059
C -5.39540 0.71310 -2.58970 -0.09 0.02 -0.07 -0.096
C -5.07970 1.67070 -1.64600 -0.16 0.03 -0.06 -0.062
C -4.00850 1.50840 -0.78470 0.30 -0.10 0.01 -0.157
C -3.65040 2.64020 0.15200 -0.03 0.20 0.07 -0.362
C -4.71790 2.85790 1.22510 0.21 -0.09 0.04 -0.048
C -3.45430 3.94190 -0.63440 0.08 -0.14 0.09 -0.078
C -3.23860 0.32300 -0.83430 -0.43 0.26 -0.36 -0.205
N -2.17550 0.15340 0.04090 1.52 -0.36 -0.39 0.009
C -2.44840 -0.13250 1.32320 0.74 0.20 0.88 -0.230
C -1.43960 -0.24010 2.31380 -1.00 -0.29 -0.54 -0.258
N -0.12310 -0.23130 2.04620 0.14 0.45 -1.52 0.013
C 0.79190 -0.01190 3.05840 0.32 0.07 0.42 -0.194
C 0.79040 1.22470 3.75600 -0.08 -0.06 -0.10 -0.146
C 1.81000 1.51070 4.64570 -0.01 -0.04 0.07 -0.061
C 2.79490 0.58600 4.93610 0.21 -0.03 0.08 -0.101
C 2.72750 -0.65990 4.34670 0.13 0.09 0.10 -0.068
C 1.74320 -0.98580 3.42580 -0.09 -0.01 0.08 -0.150
C 1.79020 -2.40080 2.88620 -0.01 -0.01 -0.19 -0.366
C 2.78870 -2.44000 1.72830 -0.15 -0.03 0.07 -0.083
C 0.44740 -2.98980 2.45670 0.12 0.01 -0.14 -0.070
C -0.28430 2.26900 3.53170 -0.10 0.11 -0.04 -0.363
C -0.75100 2.90980 4.84300 -0.01 -0.14 -0.18 -0.067
C 0.20630 3.32250 2.53990 -0.16 -0.26 0.05 -0.048
C -2.08110 -0.50320 3.59350 -0.27 -0.32 0.34 -0.094
C -1.65900 -0.70300 4.88710 0.19 0.09 -0.53 -0.013
C -2.62270 -0.96110 5.88030 -0.44 -0.11 0.41 -0.088
C -3.96740 -1.03820 5.61990 0.09 -0.06 0.27 -0.049
C -4.43690 -0.86450 4.29460 0.42 0.18 -0.42 -0.179
C -5.77510 -0.95540 3.83600 -0.22 -0.03 -0.08 -0.046
C -6.04280 -0.79830 2.50020 -0.36 -0.11 0.36 -0.089
C -5.04670 -0.52900 1.53940 0.55 -0.03 -0.16 -0.024
C -3.73680 -0.40760 1.95180 -0.54 -0.10 0.28 -0.089
C -3.47220 -0.59330 3.33400 -0.40 -0.07 0.31 -0.087
H -0.86290 -2.34880 -3.01550 0.12 -0.01 -0.01 0.071
H -0.95590 -0.73100 -2.26890 -0.16 -0.25 -0.32 0.028
H -1.80990 -1.06170 -3.78550 0.01 0.01 -0.08 0.080
H -3.35860 -2.57600 -2.65590 0.05 0.15 0.10 0.123
H -1.51220 -2.21090 -0.26230 -0.47 -0.29 -0.06 0.021
H -2.11710 -3.70240 -0.99930 0.02 -0.14 -0.07 0.075
H -3.21370 -2.68430 -0.05800 -0.03 -0.04 0.14 0.080
H -4.83840 -1.17010 -3.42760 -0.04 -0.09 -0.02 0.104
H -6.22500 0.86060 -3.26620 -0.09 0.01 -0.05 0.090
H -5.68370 2.56640 -1.58550 -0.02 0.12 0.01 0.104
H -2.70550 2.39580 0.64530 -0.06 -0.07 -0.06 0.121
H -5.68150 3.07620 0.76580 -0.13 0.04 -0.04 0.076
H -4.44350 3.69870 1.86140 0.00 0.10 0.09 0.076
H -4.82600 1.97280 1.84530 -0.06 0.03 0.09 0.061
H -4.40940 4.34270 -0.97130 -0.09 0.05 -0.06 0.069
H -2.83810 3.76790 -1.51460 0.09 0.06 -0.09 0.069
H -2.97810 4.69420 -0.00450 0.02 0.08 0.02 0.072
H 1.83960 2.47440 5.13230 -0.05 0.14 0.06 0.101
H 3.59330 0.82940 5.62510 0.01 -0.01 0.05 0.089
H 3.45900 -1.41360 4.61080 0.07 -0.10 0.01 0.105
H 2.18330 -3.02830 3.70000 -0.04 0.12 -0.08 0.125
H 2.46990 -1.72900 0.96320 0.24 -0.10 0.13 0.022
H 2.82330 -3.43650 1.29100 0.05 -0.12 -0.14 0.074
H 3.78450 -2.16680 2.07170 0.14 0.06 -0.01 0.071
H 0.15920 -2.58880 1.48370 -0.12 -0.14 0.24 0.030
H -0.33120 -2.76000 3.18090 -0.14 -0.01 -0.01 0.074
H 0.52880 -4.07260 2.36590 0.06 -0.15 0.03 0.074
H -1.16160 1.79160 3.08890 0.19 0.07 0.02 0.112
H -0.01960 3.61940 5.22400 0.09 0.11 0.11 0.064
H -0.92370 2.14640 5.59970 -0.03 -0.03 0.08 0.074
H -1.68830 3.44250 4.68520 -0.05 0.10 -0.02 0.074
H 1.09790 3.82320 2.91220 0.13 0.12 0.07 0.081
H -0.57030 4.06370 2.35330 -0.06 0.14 -0.06 0.077
H 0.45460 2.83580 1.60140 0.07 -0.01 -0.16 0.055
H -0.61370 -0.67320 5.15360 0.09 0.01 0.04 0.107
H -2.27570 -1.11190 6.89460 -0.01 0.00 0.08 0.094
H -4.67290 -1.24430 6.41420 -0.02 -0.02 0.09 0.097
H -6.57370 -1.16370 4.53780 -0.04 0.00 0.01 0.098
H -7.06680 -0.88000 2.15580 -0.05 -0.01 0.02 0.094
H -5.33880 -0.41800 0.50560 0.00 0.01 -0.07 0.103
O 1.37690 -1.37410 -1.88900 -0.42 -1.69 1.87 -0.193
N 1.06000 -1.83190 -0.78670 -0.11 2.21 -2.14 -0.123

=====

[2]
107
Properties=species:S:1:pos:R:3:forces:R:3:mulliken_spin:R:1 method="wB97M-V/def2-TZVPD" total_charge=-2 lumo_ev="3.9 / 3.7" energy_ha=-3264.3487 s_squared=0.758 de_lowest_kj_mol=60.6 e_homo_ev="-2.1369 / -2.2178" mol_weight_g_mol=1013.77 multiplicity=2 homo_lumo_gap_ev="6.06 / 5.97"
Zr 0.71147 -1.24163 -0.41168 0.81 -0.15 -0.37 0.058
O 1.72546 -2.60705 3.23384 -0.05 0.04 0.03 0.000
C 0.87321 -2.49664 2.37645 -0.13 -0.03 0.02 0.002
O 0.64384 -1.43883 1.65224 0.07 -0.24 0.26 -0.045
C -0.13227 -3.62470 2.10948 0.00 0.00 -0.04 -0.003
C -1.44951 -3.02965 1.58877 0.01 -0.02 -0.02 -0.004
C -2.58946 -4.04198 1.70524 0.02 -0.01 0.00 -0.002
C -2.23720 -5.03199 0.56726 -0.01 0.01 0.00 0.000
C -0.96167 -4.40119 0.00350 0.00 0.02 0.01 -0.001
O -1.21068 -2.99506 0.16502 -0.10 0.08 0.01 -0.023
C 0.23475 -4.61362 0.94943 -0.03 0.07 -0.03 0.001
C 1.48575 -4.32894 0.10973 -0.06 -0.03 0.00 0.000
O 2.34329 -5.18527 0.00194 0.02 0.02 -0.01 0.000
O 1.43682 -3.21646 -0.55065 0.00 0.05 0.05 0.001
H -0.26247 -4.16998 3.04388 0.01 -0.02 0.01 0.000
H -1.65533 -2.02361 1.93495 0.01 -0.04 0.01 0.012
H -3.55080 -3.55729 1.52977 0.00 0.00 -0.01 0.000
H -2.61523 -4.50736 2.69136 0.00 0.00 0.00 0.000
H -3.01834 -5.05855 -0.19332 0.00 0.00 0.00 0.000
H -2.06091 -6.05016 0.91619 0.00 0.00 0.00 0.000
H -0.75159 -4.60886 -1.04207 0.00 0.00 -0.02 0.000
H 0.30982 -5.63765 1.30855 0.00 -0.02 0.01 0.000
O 4.65338 -1.89063 -0.35102 0.06 -0.03 0.08 0.001
C 3.89803 -0.94408 -0.25988 -0.08 0.29 -0.06 0.005
O 2.67901 -0.97598 0.19061 0.01 -0.21 0.04 0.012
C 4.33638 0.44781 -0.61760 -0.06 0.01 -0.04 0.000
C 5.63080 0.83967 -0.29766 0.03 0.01 0.00 0.000
C 6.07747 2.12502 -0.55795 0.00 -0.01 -0.01 0.000
C 5.21007 3.02069 -1.17608 -0.01 0.00 0.00 0.001
C 3.92811 2.62944 -1.51912 0.00 0.01 -0.01 0.002
C 3.45099 1.33685 -1.24704 0.03 -0.01 0.08 -0.001
S 1.83735 0.93576 -1.81566 -0.43 -0.23 -0.05 0.001
H 6.27950 0.10364 0.16278 -0.01 0.00 0.00 0.000
H 7.08360 2.42512 -0.28876 0.00 0.00 0.00 0.000
H 5.53584 4.03252 -1.39486 0.00 0.00 0.00 0.000
H 3.26072 3.32523 -2.01492 0.00 -0.01 0.00 0.000
C -3.01024 -1.13832 -1.31071 0.02 -0.02 0.02 0.046
C -2.35618 0.05008 -0.62043 0.12 -0.08 -0.25 -0.064
O -3.01742 1.10593 -0.58665 0.02 0.02 -0.14 0.029
N -1.17052 -0.13630 -0.02685 -0.08 0.46 -0.24 0.325
Te -0.50182 1.78528 0.76937 0.15 0.06 0.66 0.431
C -0.64810 3.90348 1.68836 0.06 0.04 -0.25 0.227
C 0.40837 4.76646 1.37207 -0.03 0.03 -0.03 -0.033
C 1.55556 4.41136 0.45025 0.00 -0.02 0.04 0.020
C 0.42879 6.05154 1.92785 -0.01 -0.03 0.00 0.010
C -0.58050 6.51069 2.75438 -0.02 -0.01 0.00 -0.002
C -0.54858 7.90128 3.33385 0.00 0.00 0.00 0.001
C -1.65051 5.65943 3.01019 0.00 0.02 0.00 0.005
C -1.70255 4.37563 2.48018 -0.02 -0.07 0.06 -0.091
C -2.89969 3.51558 2.77622 -0.02 0.01 0.00 0.033
C -0.72541 0.94285 2.72321 0.06 -0.01 -0.02 0.137
C -1.88408 0.27434 3.11530 -0.08 -0.12 -0.02 -0.040
C -3.15658 0.22323 2.30693 0.02 0.12 0.15 0.041
C -1.87704 -0.44264 4.31603 0.02 0.01 0.00 -0.007
C -0.75653 -0.51629 5.12137 0.00 -0.01 -0.01 -0.002
C -0.72836 -1.37465 6.35633 -0.01 -0.01 0.01 0.000
C 0.37822 0.18031 4.72496 0.00 0.00 0.01 0.003
C 0.41978 0.89804 3.54059 -0.04 0.02 -0.02 -0.109
C 1.72592 1.52286 3.13591 0.01 -0.02 -0.03 0.092
H -3.75749 -0.75899 -2.00470 0.02 0.01 -0.01 -0.003
H -3.50891 -1.74310 -0.54909 -0.02 0.00 0.02 0.003
H -2.29189 -1.77730 -1.81556 -0.01 -0.01 0.03 -0.011
H 1.33255 3.60874 -0.24952 -0.03 -0.01 -0.01 0.003
H 2.43654 4.09721 1.01563 0.00 -0.06 0.02 -0.002
H 1.84512 5.28840 -0.13291 0.00 0.00 0.02 -0.001
H 1.26010 6.70961 1.68660 0.00 0.00 0.00 0.003
H 0.39501 8.39876 3.10550 -0.01 0.00 0.00 0.000
H -0.66462 7.88071 4.42001 0.00 0.00 0.00 0.000
H -1.35750 8.51715 2.93210 0.00 0.00 0.00 0.001
H -2.47250 6.00697 3.63208 0.01 0.00 -0.01 0.001
H -3.72040 4.11591 3.17457 0.01 0.00 0.00 0.001
H -2.64964 2.74581 3.50880 -0.02 0.00 -0.02 -0.002
H -3.24308 3.00973 1.87287 0.00 -0.01 0.01 -0.005
H -3.11903 0.82516 1.40312 -0.09 0.00 0.23 -0.009
H -3.99871 0.56381 2.91660 -0.01 0.00 0.04 0.003
H -3.37570 -0.80436 2.00126 0.01 0.02 0.00 0.001
H -2.77791 -0.98109 4.60245 0.01 0.01 0.00 0.001
H -1.71207 -1.79929 6.56457 0.01 0.00 0.00 0.000
H -0.41034 -0.80407 7.23220 0.00 -0.01 0.00 0.000
H -0.02132 -2.19739 6.22344 -0.01 0.01 0.01 0.000
H 1.28221 0.10699 5.32070 0.00 0.00 0.00 0.000
H 2.43516 1.48764 3.96393 -0.01 -0.01 -0.01 0.002
H 1.59944 2.56324 2.83780 -0.01 0.07 -0.04 -0.015
H 2.16115 0.97606 2.29398 -0.02 -0.01 -0.01 -0.037
C -0.02566 -2.69333 -8.80030 0.00 0.00 0.00 0.000
C -0.11177 -2.24046 -7.36541 0.00 0.00 -0.02 0.000
C -1.29953 -1.76664 -6.83282 0.00 0.02 0.00 0.000
C -1.39034 -1.33859 -5.50876 0.01 0.01 0.01 0.000
C -2.71520 -0.84196 -4.98836 -0.02 0.01 -0.01 0.000
C -0.25834 -1.41262 -4.69617 0.12 -0.12 0.00 0.001
C 0.95466 -1.90032 -5.20820 -0.03 -0.01 0.02 0.000
C 2.19203 -1.98772 -4.35546 0.00 -0.01 0.00 0.000
C 1.00569 -2.29197 -6.54029 0.00 -0.01 0.01 0.000
C -0.31512 -0.93777 -3.25945 -0.13 -0.19 -0.18 -0.002
O -0.69995 0.18953 -3.00602 -0.08 -0.02 -0.12 -0.002
O 0.05333 -1.82844 -2.38002 -0.04 0.42 0.12 -0.001
H -0.96078 -2.50279 -9.32887 0.00 0.00 0.00 0.000
H 0.18373 -3.76415 -8.86488 0.00 0.01 0.00 0.000
H 0.77471 -2.17342 -9.33185 0.00 0.00 0.00 0.000
H -2.18382 -1.71351 -7.46210 0.01 0.00 0.00 0.000
H -3.36257 -0.54830 -5.81687 0.00 -0.03 0.00 0.000
H -2.58502 0.00533 -4.31904 0.01 0.00 -0.01 0.000
H -3.22744 -1.62753 -4.42610 0.01 0.01 0.02 0.000
H 2.40305 -1.03445 -3.86560 0.00 0.00 0.01 0.000
H 3.05329 -2.27105 -4.96204 0.00 0.02 0.00 0.000
H 2.06661 -2.72019 -3.55746 0.01 -0.01 -0.01 0.000
H 1.94954 -2.65071 -6.94176 -0.01 0.00 0.00 0.000